Formula: C29H28N3OS3SeSn
Source: OMol25
Level of theory: ωB97M-V/def2-TZVPD

```
66
C29H28N3OS3SeSn ωB97M-V/def2-TZVPD
Sn -0.033 0.549 -0.244
C 2.920 0.275 1.110
N 1.519 0.193 1.593
C 1.223 -1.142 2.160
C 1.148 -2.195 1.092
N -0.143 -2.152 0.389
C -1.229 -2.597 1.285
C -0.083 -2.810 -0.880
C -0.688 -4.041 -1.117
C -0.677 -4.616 -2.379
C -0.079 -3.953 -3.440
C 0.519 -2.722 -3.220
C 0.547 -2.159 -1.947
S 1.443 -0.650 -1.757
C 1.155 1.240 2.525
C 2.107 1.895 3.297
C 1.750 2.938 4.137
C 0.431 3.358 4.199
C -0.523 2.728 3.414
C -0.172 1.658 2.596
S -1.466 0.883 1.680
H 3.622 -0.116 1.852
H 3.173 1.304 0.881
H 3.029 -0.304 0.197
H 0.285 -1.078 2.703
H 2.000 -1.416 2.879
H 1.294 -3.181 1.547
H 1.946 -2.048 0.370
H -0.928 -3.466 1.879
H -2.112 -2.848 0.713
H -1.502 -1.788 1.960
H -1.151 -4.585 -0.301
H -1.138 -5.585 -2.528
H -0.077 -4.387 -4.432
H 0.992 -2.187 -4.036
H 3.145 1.582 3.259
H 2.512 3.432 4.729
H 0.143 4.172 4.852
H -1.556 3.059 3.428
O -1.818 0.281 -1.626
S -2.843 -0.794 -1.209
C -3.277 -1.586 -2.739
C -2.982 -0.976 -3.948
C -3.281 -1.653 -5.122
C -3.855 -2.919 -5.073
C -4.133 -3.521 -3.851
C -3.838 -2.855 -2.670
C -4.327 0.117 -0.860
C -4.428 1.455 -1.203
C -5.568 2.149 -0.827
C -6.575 1.509 -0.114
C -6.454 0.165 0.227
C -5.318 -0.539 -0.140
H -2.512 0.002 -3.967
H -3.067 -1.188 -6.077
H -4.090 -3.440 -5.994
H -4.574 -4.511 -3.816
H -4.040 -3.319 -1.709
H -3.623 1.943 -1.742
H -5.670 3.196 -1.090
H -7.460 2.061 0.182
H -7.241 -0.328 0.785
H -5.203 -1.585 0.135
Se 3.252 3.879 -0.544
C 1.759 3.023 -0.402
N 0.718 2.465 -0.246
```

Properties
LUMO: -3.38 eV
charge: +1

Formula: C29H28N4O4PtS2
Source: OMol25
Level of theory: ωB97M-V/def2-TZVPD

```
68
C29H28N4O4PtS2 ωB97M-V/def2-TZVPD
Pt 12.814 8.187 10.287
O 16.540 8.325 14.291
C 17.260 8.381 13.118
C 18.654 8.275 13.290
C 19.506 8.380 12.228
C 18.949 8.547 10.954
C 17.577 8.543 10.770
C 16.662 8.483 11.848
C 15.209 8.408 11.671
O 14.805 8.142 10.492
N 14.354 8.510 12.686
N 13.065 8.366 12.230
C 12.101 8.036 13.063
C 10.728 8.017 12.743
C 9.812 7.976 13.866
C 8.417 8.035 13.734
C 7.912 8.116 12.423
C 8.731 8.194 11.310
C 10.153 8.149 11.360
O 10.805 8.214 10.243
H 15.615 8.347 13.985
H 19.008 8.112 14.311
H 20.589 8.328 12.361
H 19.603 8.697 10.113
H 17.133 8.576 9.745
H 12.372 7.854 14.092
H 10.258 7.759 14.811
H 7.741 7.966 14.599
H 6.815 8.088 12.302
H 8.288 8.245 10.314
C 7.855 10.629 6.267
C 9.121 10.698 7.078
C 9.154 11.308 8.356
C 10.325 11.373 9.123
C 11.523 10.898 8.596
C 11.502 10.299 7.328
C 10.345 10.262 6.580
S 13.119 10.988 9.384
C 12.989 12.367 10.476
O 14.148 11.302 8.353
H 7.086 10.013 6.717
H 8.128 10.128 5.318
H 7.456 11.607 6.032
H 8.226 11.735 8.743
H 10.263 11.709 10.162
H 12.471 9.986 6.895
H 10.388 9.933 5.548
H 12.699 13.240 9.883
H 14.003 12.512 10.866
H 12.279 12.114 11.286
N 15.362 5.069 9.589
C 14.336 5.391 8.760
S 12.720 5.542 9.276
N 14.640 5.644 7.443
C 15.971 5.729 6.918
C 16.363 6.878 6.237
C 17.698 7.121 5.878
C 18.690 6.200 6.175
C 18.304 5.019 6.855
C 16.976 4.746 7.196
H 15.174 5.032 10.571
H 16.321 5.199 9.292
H 13.887 5.690 6.793
H 15.631 7.638 6.005
H 17.949 8.066 5.405
H 19.730 6.359 5.862
H 19.104 4.341 7.228
H 16.751 3.790 7.657
```

Properties
ΔE to the lowest compared entry with this formula, charge and spin: 0.000 eV
multiplicity: 3
LUMO (alpha / beta): 0.15 / -1.26 eV
⟨S²⟩: 2.01

Formula: C29H28N5O4S2Sc
Source: OMol25
Level of theory: ωB97M-V/def2-TZVPD

```
69
C29H28N5O4S2Sc ωB97M-V/def2-TZVPD
Sc 0.092 -0.037 -0.074
C 1.400 2.939 1.057
C 0.690 2.956 2.398
C -0.724 2.446 2.436
C -1.464 2.630 3.601
C -2.790 2.249 3.630
C -3.345 1.711 2.481
C -2.532 1.543 1.378
N -1.240 1.886 1.344
N 1.912 1.641 0.556
C 2.817 1.944 -0.599
C 2.066 1.903 -1.911
C 1.408 3.106 -2.430
C 0.639 3.013 -3.515
C 0.404 1.703 -4.219
C 1.109 0.548 -3.513
N 2.044 0.750 -2.453
C 2.690 0.928 1.582
C 3.097 -0.431 1.083
C 4.283 -1.037 1.462
C 4.561 -2.306 0.978
C 3.661 -2.911 0.120
C 2.505 -2.228 -0.224
N 2.227 -1.018 0.261
H 0.734 3.334 0.287
H 2.250 3.631 1.141
H 1.281 2.472 3.178
H 0.656 4.007 2.702
H -0.991 3.076 4.467
H -3.381 2.378 4.527
H -4.381 1.407 2.437
H -2.927 1.093 0.482
H 3.306 2.909 -0.425
H 3.584 1.174 -0.657
H 1.554 4.039 -1.900
H 0.115 3.875 -3.910
H 0.755 1.805 -5.261
H 1.487 -0.218 -4.192
H 3.574 1.506 1.887
H 2.066 0.778 2.464
H 4.971 -0.524 2.119
H 5.476 -2.810 1.259
H 3.845 -3.893 -0.290
H 1.773 -2.631 -0.911
O -3.658 0.028 -3.067
S -0.434 -0.091 -2.735
O -0.924 1.306 -4.148
O -0.656 1.019 -1.625
O 0.271 -1.137 -1.705
C -3.468 0.081 -1.670
C -2.993 -1.240 -1.085
C -3.616 -2.407 -1.593
C -3.294 -3.613 -1.062
C -2.373 -3.686 0.009
C -2.021 -4.917 0.602
C -1.126 -4.937 1.634
C -0.566 -3.742 2.112
C -0.887 -2.514 1.571
S -0.229 -1.046 2.278
C -1.803 -2.481 0.470
N -2.101 -1.275 -0.115
H -4.449 0.285 -1.220
H -2.898 0.441 -3.502
H -2.793 0.888 -1.401
H -4.317 -2.299 -2.408
H -3.739 -4.528 -1.436
H -2.468 -5.828 0.225
H -0.842 -5.872 2.099
H 0.128 -3.774 2.941
```

Properties
LUMO: 0.30 eV